[1]
The following is a quantum chemistry calculation of a single C16H22O4 molecule, from the OMol25 dataset.

Each line ends with the natural charge from an NBO analysis.
Cartesian coordinates (Å):
C (2.21530, 3.17740, 0.11215)  -0.602
C (3.05072, 2.20488, -0.71454)  -0.408
C (4.03939, 1.37246, 0.11620)  -0.392
C (3.54350, -0.04057, 0.43247)  -0.401
C (2.42650, -0.07054, 1.47271)  -0.398
C (1.91482, -1.48083, 1.77270)  -0.411
C (1.11817, -2.09557, 0.61688)  0.086
C (0.56048, -3.46624, 0.97959)  -0.621
H (-0.10712, -3.37703, 1.83354)  0.213
H (1.37401, -4.13941, 1.23400)  0.219
H (0.00976, -3.88182, 0.13876)  0.214
H (1.73906, -2.16709, -0.28332)  0.211
O (0.00810, -1.23476, 0.32110)  -0.521
C (0.03898, -0.51073, -0.79573)  0.798
O (0.91192, -0.55868, -1.62762)  -0.600
C (-1.11889, 0.42222, -0.86645)  -0.162
C (-0.97242, 1.59313, -1.60279)  -0.154
C (-1.98499, 2.53374, -1.62888)  -0.206
C (-3.14952, 2.31566, -0.91004)  -0.190
C (-3.30940, 1.14904, -0.18171)  -0.196
C (-2.30391, 0.19144, -0.16463)  -0.037
C (-2.53628, -1.07703, 0.58566)  0.785
O (-2.77856, -1.15231, 1.75962)  -0.580
O (-2.52598, -2.14208, -0.22587)  -0.682
H (-2.68045, -2.95207, 0.28622)  0.498
H (-4.21728, 0.96913, 0.37406)  0.226
H (-3.93747, 3.05365, -0.91827)  0.219
H (-1.86407, 3.44030, -2.20238)  0.220
H (-0.05091, 1.74927, -2.14272)  0.236
H (2.75357, -2.14125, 1.99935)  0.208
H (1.25998, -1.44243, 2.64616)  0.211
H (2.79556, 0.36998, 2.40214)  0.206
H (1.58792, 0.53800, 1.13215)  0.197
H (4.38229, -0.63576, 0.80438)  0.194
H (3.19765, -0.49534, -0.49676)  0.211
H (4.27162, 1.89584, 1.04642)  0.191
H (4.97226, 1.27487, -0.44353)  0.205
H (2.39270, 1.52973, -1.26425)  0.208
H (3.60767, 2.78622, -1.45306)  0.200
H (1.60213, 2.65891, 0.84425)  0.200
H (2.86086, 3.87470, 0.64289)  0.200
H (1.55425, 3.75135, -0.53473)  0.204

As for the spin multiplicity: 1. As for the gap between HOMO and LUMO: 10.197 eV. Its SMILES is CCCCCC[C@@H](C)OC(=O)c1ccccc1C(=O)O. The value obtained for the energy above the lowest of the compared OMol25 structures with the same formula, charge and spin is 0.0000 eV.

[2]
The following is a quantum chemistry calculation of C22H27Cl4N3O2PtSb as an isolated structure, from the OMol25 dataset.

Each line ends with the natural charge from an NBO analysis.
Cartesian coordinates (Å):
Pt (-1.35730, -0.71934, -0.52045)  0.602
Cl (-4.66190, 4.61454, 2.48214)  0.167
C (-3.90718, 3.11424, 2.25403)  -0.005
C (-4.12698, 2.05987, 3.27804)  -0.057
Cl (-5.11645, 2.42927, 4.60862)  0.142
C (-3.56197, 0.84040, 3.17572)  -0.135
Cl (-3.76997, -0.40521, 4.31034)  0.133
C (-2.71221, 0.54332, 2.03400)  0.483
O (-2.08160, -0.46754, 1.87368)  -0.512
C (-2.52271, 1.62974, 0.96309)  0.470
O (-1.79506, 1.37983, 0.01407)  -0.547
C (-3.14689, 2.91187, 1.15533)  -0.130
Cl (-2.88789, 4.08544, -0.05059)  0.099
C (3.34545, -2.15046, -1.36198)  -0.643
C (1.81912, -2.10084, -1.36824)  -0.352
C (1.27795, -2.18244, -2.79865)  -0.649
C (1.25665, -3.27100, -0.55998)  -0.642
Sb (1.09917, -0.24698, -0.51243)  1.789
C (1.80275, 0.10130, 1.49781)  -0.363
C (3.30801, 0.36838, 1.45334)  -0.643
C (1.08910, 1.31394, 2.09873)  -0.630
C (1.49724, -1.13861, 2.33773)  -0.642
C (1.46174, 1.45417, -1.78950)  -0.362
C (2.89362, 1.38469, -2.32681)  -0.642
C (1.28643, 2.74663, -0.99189)  -0.637
C (0.44654, 1.41312, -2.93283)  -0.641
H (3.65813, -3.07143, -1.86183)  0.237
H (3.75035, -2.18235, -0.34643)  0.213
H (3.80589, -1.31480, -1.89581)  0.217
H (1.55976, -3.15391, -3.21261)  0.236
H (1.69546, -1.41834, -3.45406)  0.212
H (0.18790, -2.11922, -2.83580)  0.234
H (1.54833, -4.19590, -1.06479)  0.236
H (0.16626, -3.25992, -0.51043)  0.225
H (1.65396, -3.31383, 0.45517)  0.216
H (3.56502, 1.21814, 0.81676)  0.212
H (3.87794, -0.50102, 1.11929)  0.219
H (3.64500, 0.61246, 2.46479)  0.238
H (1.34969, 2.24988, 1.60267)  0.222
H (1.39014, 1.39759, 3.14619)  0.233
H (0.00930, 1.19839, 2.07779)  0.200
H (2.09089, -2.00174, 2.02638)  0.215
H (0.43748, -1.40921, 2.31924)  0.232
H (1.76622, -0.92151, 3.37481)  0.232
H (3.64020, 1.39967, -1.52981)  0.214
H (3.06431, 2.26907, -2.94738)  0.237
H (3.07062, 0.51300, -2.95625)  0.217
H (2.05279, 2.86624, -0.22101)  0.210
H (0.29959, 2.82410, -0.53260)  0.223
H (1.38889, 3.58603, -1.68503)  0.235
H (0.51304, 0.50061, -3.52910)  0.222
H (0.65506, 2.25710, -3.59671)  0.232
H (-0.57632, 1.51709, -2.57201)  0.227
N (-2.31599, -2.13915, -1.70371)  -0.565
C (-3.37137, -2.26916, -1.19470)  0.449
C (-4.56779, -2.22610, -0.50600)  -0.531
C (-5.39840, -3.35311, -0.31592)  0.265
N (-6.07363, -4.27324, -0.16806)  -0.263
C (-4.73411, -1.00016, 0.17018)  0.387
N (-4.74028, 0.00641, 0.74348)  -0.444

Its total charge is +1. As for the spin multiplicity: 1. As for the gap between HOMO and LUMO: 5.616 eV. The value obtained for the energy above the lowest of the compared OMol25 structures with the same formula, charge and spin is 1.5004 eV.

[3]
The following is a quantum chemistry calculation of a 2-piece molecular cluster, C28H26FN2 overall, from the OMol25 dataset.

Each line ends with the natural charge from an NBO analysis.
Cartesian coordinates (Å):
C (-0.73690, -1.88797, -4.56617)  -0.406
N (-0.14419, -2.74860, -3.57421)  -0.429
C (-0.77296, -3.02326, -2.30886)  0.179
H (-0.65282, -2.14446, -1.59184)  0.109
C (-2.24924, -3.31290, -2.43525)  -0.097
C (-2.68313, -4.57275, -2.86280)  -0.151
C (-4.04748, -4.79062, -3.06309)  -0.210
C (-4.97325, -3.78301, -2.76885)  -0.205
C (-4.53000, -2.53705, -2.31856)  -0.200
C (-3.16424, -2.28328, -2.20272)  -0.235
N (0.02697, -4.11897, -1.81453)  -0.431
C (-0.31759, -4.83722, -0.61344)  -0.401
C (0.92148, -4.54837, -2.76526)  0.114
C (0.80112, -3.70075, -3.87698)  0.203
C (1.40924, -4.01752, -5.09385)  -0.285
C (2.16747, -5.18925, -5.14411)  -0.221
C (2.31073, -6.02215, -4.02181)  -0.225
C (1.68128, -5.71775, -2.81183)  -0.264
H (0.04646, -1.61042, -5.27935)  0.220
H (-1.54977, -2.39136, -5.11472)  0.199
H (-1.14128, -0.99056, -4.08513)  0.201
H (-1.95690, -5.36949, -3.05258)  0.223
H (-4.38047, -5.75583, -3.44249)  0.228
H (-6.03834, -3.97085, -2.90124)  0.228
H (-5.24126, -1.75129, -2.06080)  0.218
H (-2.77773, -1.29669, -1.91964)  0.205
H (0.48720, -5.54383, -0.37909)  0.225
H (-0.42840, -4.11940, 0.21203)  0.178
H (-1.25928, -5.39746, -0.72565)  0.204
H (1.27450, -3.36621, -5.95588)  0.220
H (2.65758, -5.47153, -6.07264)  0.222
H (2.91644, -6.92425, -4.09718)  0.221
H (1.74660, -6.34295, -1.92372)  0.212
F (2.51332, 1.25944, 3.67695)  -0.307
C (2.24788, 0.31502, 2.71138)  0.383
C (3.26583, -0.57532, 2.36846)  -0.139
C (3.01441, -1.47185, 1.31786)  -0.216
C (1.80123, -1.46082, 0.64716)  -0.104
C (0.71961, -0.61802, 1.06897)  -0.076
C (-0.55797, -0.80791, 0.48508)  0.147
C (-1.79727, -0.26976, 0.95586)  -0.185
C (-2.95650, -1.10845, 0.94901)  -0.132
C (-4.18422, -0.66127, 1.41381)  -0.157
C (-4.29429, 0.62121, 1.97498)  -0.125
C (-3.17772, 1.47015, 1.99533)  -0.218
C (-1.96709, 1.06511, 1.43761)  -0.129
C (0.99300, 0.30649, 2.12823)  -0.201
H (4.21654, -0.55508, 2.89378)  0.262
H (3.79248, -2.18188, 1.03639)  0.252
H (1.63971, -2.13415, -0.19816)  0.243
H (-0.62332, -1.57695, -0.27711)  0.215
H (-2.84330, -2.13997, 0.59976)  0.240
H (-5.06088, -1.31427, 1.35887)  0.235
H (-5.24907, 0.95348, 2.38737)  0.242
H (-3.25844, 2.45883, 2.45451)  0.244
H (-1.13829, 1.77072, 1.36511)  0.227
H (0.22149, 0.97856, 2.49436)  0.249

Its total charge is +1. As for the spin multiplicity: 1. As for the gap between HOMO and LUMO: 2.910 eV. The value obtained for the energy above the lowest of the compared OMol25 structures with the same formula, charge and spin is 0.2476 eV.

[4]
The following is a quantum chemistry calculation of C4H6O2 as an isolated structure, from the OMol25 dataset.

Each line ends with the natural charge from an NBO analysis.
Cartesian coordinates (Å):
C (-1.52729, -0.04035, 0.34964)  -0.633
C (-0.29099, 0.02106, -0.51255)  0.094
C (0.97497, 0.67563, 0.04944)  -0.553
C (1.55067, -0.72124, -0.09199)  0.795
O (2.59107, -1.26955, 0.09388)  -0.544
O (0.39736, -1.26737, -0.56894)  -0.488
H (-2.09052, 0.89516, 0.27553)  0.220
H (-1.27347, -0.21136, 1.39989)  0.214
H (-2.16857, -0.86141, 0.01657)  0.229
H (-0.53425, 0.32897, -1.52981)  0.186
H (1.46672, 1.43168, -0.56340)  0.243
H (0.90429, 1.01878, 1.08173)  0.238

As for the spin multiplicity: 1. As for the gap between HOMO and LUMO: 11.398 eV. The value obtained for the energy above the lowest of the compared OMol25 structures with the same formula, charge and spin is 0.4824 eV.

[5]
The following is a quantum chemistry calculation of a 2-piece molecular cluster, CH5OP overall, from the OMol25 dataset.

Each line ends with the natural charge from an NBO analysis.
Cartesian coordinates (Å):
C (0.33780, 1.30879, -0.43466)  -0.543
O (1.33563, -1.96133, 1.57837)  -0.977
P (0.24435, -1.87983, 0.37252)  0.589
H (0.19860, 1.72143, 0.57918)  0.179
H (-0.57097, 0.93109, -0.86209)  0.162
H (1.28571, 1.06235, -0.93989)  0.183
H (2.24016, -2.20974, 1.15017)  0.499
H (-0.52100, -0.80796, 1.01417)  -0.091

As for the spin multiplicity: 1. As for the gap between HOMO and LUMO (alpha / beta): 8.482 / 8.073 eV. The value obtained for the energy above the lowest of the compared OMol25 structures with the same formula, charge and spin is 3.2392 eV.

[6]
The following is a quantum chemistry calculation of C13H7Cl2F3N2O3 as an isolated structure, from the OMol25 dataset.

Each line ends with the natural charge from an NBO analysis.
Cartesian coordinates (Å):
O (1.20658, -1.77169, 0.64523)  -0.558
C (0.51438, -1.02091, 1.21532)  0.788
O (1.04632, 0.21455, 1.43999)  -0.528
C (2.25042, 0.54648, 0.67769)  0.101
N (2.00985, 0.73774, -0.90383)  -0.104
N (0.92985, 0.61957, -1.36423)  -0.113
C (0.69644, 0.94654, -2.63828)  -0.108
C (1.80014, 1.21983, -3.41519)  0.041
C (3.01976, 1.60562, -2.87282)  -0.126
C (3.14657, 1.43220, -1.42173)  0.496
O (4.39862, 1.73950, -0.70371)  -0.668
Cl (4.37161, 2.31731, -3.75685)  0.092
Cl (1.28912, 1.46977, -5.19010)  -0.009
H (-0.16662, 0.48364, -2.83514)  0.233
H (2.75038, 1.36168, 1.09763)  0.234
H (3.00499, -0.11210, 0.73259)  0.207
C (-0.86823, -1.09814, 1.64438)  -0.176
C (-1.28442, -2.33846, 1.71446)  -0.162
C (-2.49026, -2.75384, 2.42280)  -0.088
C (-3.19102, -1.45926, 2.86089)  -0.171
C (-2.64887, -0.35698, 2.72069)  -0.140
C (-1.32922, 0.10716, 2.27217)  -0.049
H (-0.95444, 0.96642, 2.29615)  0.217
H (-3.22627, 0.71373, 3.22827)  0.235
C (-4.42329, -2.01154, 3.44629)  1.058
F (-4.93874, -3.09996, 3.67334)  -0.215
F (-5.68931, -1.27513, 2.46456)  -0.508
F (-4.64521, -1.19986, 4.70425)  -0.383
H (-2.92006, -3.50986, 2.28372)  0.161
H (-0.74229, -3.18802, 1.36092)  0.244

As for the spin multiplicity: 1. As for the gap between HOMO and LUMO: 8.074 eV.

Number 1: strongest force on any atom 0.8 eV/Å. Number 2: strongest force on any atom 1.2 eV/Å. Number 3: strongest force on any atom 1.6 eV/Å. Number 4: strongest force on any atom 0.6 eV/Å. Number 5: strongest force on any atom 3.3 eV/Å. Number 6: strongest force on any atom 18.9 eV/Å.